C31H55F2IN3O8S6Si | the ωB97M-V functional and the def2-TZVPD basis

The value obtained for the total energy is -5155.9093 hartree. The calculation puts the LUMO energy at -4.024 eV. Its charge is +1.

Each line ends with the Mulliken charge.
Atoms and positions in Å:
C  -2.7193  -1.3234  0.5094  -0.99
C  -3.4892  0.0123  0.5245  -0.29
C  -3.1718  0.9487  1.6938  0.46
O  -2.7014  0.2723  2.8709  -0.42
C  -1.7449  1.0006  3.5779  -1.62
C  -0.3090  0.6917  3.1736  1.75
C  0.5587  1.6441  2.6477  -1.21
I  0.0371  3.6573  2.2589  0.24
C  1.8971  1.2646  2.3571  1.09
O  2.7360  2.1813  1.8378  -0.45
N  3.8004  2.6405  2.8267  0.25
O  3.5407  3.6775  3.2299  -0.17
C  2.3151  -0.0556  2.5963  -0.58
C  3.7252  -0.6010  2.3786  1.00
F  4.5365  0.2780  1.7832  -0.31
F  4.2266  -0.7732  3.6503  -0.36
C  3.7935  -1.9435  1.6647  -1.15
C  3.8580  -1.8456  0.1195  -0.89
Si  2.2474  -2.1391  -0.8450  0.20
C  2.7493  -2.8717  -2.5044  -0.71
C  1.0457  -3.3534  -0.0269  -0.41
C  1.3713  -0.5097  -1.2705  -0.02
C  0.4633  0.1034  -0.4019  0.11
C  -0.1642  1.3172  -0.6859  0.33
C  0.1030  1.9501  -1.8976  -1.66
C  0.9847  1.3403  -2.7869  -0.83
C  1.6227  0.1366  -2.4974  -0.40
C  1.3721  -0.9374  3.0794  0.03
N  0.1176  -0.5834  3.3623  0.95
N  -0.8313  -1.4857  3.8531  -1.13
C  -0.4193  -2.3299  4.6673  0.47
S  0.0693  -3.5433  5.4949  -0.23
H  -1.8475  -1.3022  -0.1445  -0.09
H  -3.3804  -2.0790  0.0770  0.55
H  -2.4440  -1.6864  1.5016  0.32
H  -4.5558  -0.1973  0.4651  0.45
H  -3.2246  0.5580  -0.3853  -0.05
H  -4.1080  1.4386  1.9702  0.64
H  -2.4903  1.7686  1.4349  -0.47
H  -1.9651  2.0678  3.5403  0.42
H  -1.8410  0.7004  4.6289  0.54
H  4.7210  -2.4125  2.0024  0.46
H  2.9903  -2.6140  1.9700  0.43
H  4.2790  -0.9045  -0.2405  0.57
H  4.5488  -2.6283  -0.2051  0.46
H  1.8069  -3.1506  -2.9926  0.28
H  3.3347  -3.7849  -2.3959  0.38
H  3.2300  -2.1282  -3.1510  0.01
H  0.0781  -2.8521  0.0990  0.05
H  1.3848  -3.7997  0.9124  0.34
H  0.8821  -4.1738  -0.7321  0.08
H  0.2258  -0.3958  0.5360  0.69
H  -0.8419  1.7331  0.0489  0.42
H  -0.3982  2.8845  -2.1163  0.50
H  1.1664  1.8371  -3.7344  0.42
H  2.2977  -0.2868  -3.2310  0.37
H  1.6876  -1.9556  3.2647  0.35
C  -5.2950  0.8663  -2.9470  -0.56
S  -5.8584  -0.8394  -2.8503  0.48
O  -4.6795  -1.6707  -2.4839  -0.57
C  -6.1351  -1.0483  -4.6140  -0.99
H  -5.0267  1.1918  -1.9427  -0.09
H  -4.4236  0.9277  -3.6002  0.32
H  -6.1017  1.4929  -3.3275  0.42
H  -5.2083  -0.8611  -5.1567  0.31
H  -6.9149  -0.3613  -4.9427  0.37
H  -6.4582  -2.0732  -4.7844  0.34
C  -0.2678  -7.4931  -1.2959  -0.95
S  1.1599  -7.3619  -2.3818  0.37
O  1.6001  -5.9395  -2.3554  -0.45
C  0.2561  -7.6054  -3.9150  -0.97
H  0.0704  -7.3271  -0.2750  0.30
H  -1.0065  -6.7378  -1.5660  0.29
H  -0.6966  -8.4916  -1.3794  0.41
H  -0.5160  -6.8421  -4.0127  0.30
H  -0.1884  -8.6006  -3.9200  0.39
H  0.9627  -7.5186  -4.7377  0.31
C  1.9550  4.3435  5.9078  -0.84
S  1.7148  5.0261  7.5556  0.50
O  0.6486  4.2189  8.2003  -0.62
C  0.9642  6.5662  7.0111  -0.91
H  2.3827  3.3473  6.0131  0.34
H  0.9957  4.2790  5.3923  0.17
H  2.6434  4.9753  5.3475  0.40
H  0.0720  6.3534  6.4213  0.27
H  1.6848  7.1345  6.4226  0.34
H  0.6895  7.1350  7.8967  0.34
C  5.6498  -1.2029  -6.9918  -1.04
S  5.4231  -0.6686  -5.2919  0.39
O  4.3282  -1.5017  -4.7154  -0.57
C  4.7139  0.9357  -5.6851  -0.96
H  6.0497  -2.2144  -6.9749  0.33
H  4.6912  -1.1956  -7.5105  0.31
H  6.3575  -0.5392  -7.4883  0.41
H  3.8162  0.8032  -6.2897  0.30
H  5.4487  1.5363  -6.2209  0.44
H  4.4562  1.4277  -4.7487  0.27
C  -3.3964  5.0959  0.4635  -0.72
S  -4.6372  4.1287  1.3213  0.57
O  -4.9949  2.9953  0.4240  -0.61
C  -5.9661  5.3293  1.2053  -1.10
H  -2.4963  4.4850  0.4011  -0.06
H  -3.7315  5.3577  -0.5402  0.38
H  -3.1883  6.0018  1.0345  0.40
H  -6.1625  5.5590  0.1582  0.32
H  -5.6886  6.2326  1.7486  0.39
H  -6.8534  4.8913  1.6572  0.36

=====

C31H55IN6O7 | the ωB97M-V functional and the def2-TZVPD basis

As for the SMILES: CCCCCN1C(=O)c2cccc(C[C@@H](C)I)c2C1=O.CNC(C)=O.CNC(C)=O.CNC(C)=O.CNC(C)=O.CNC(C)=O. The value obtained for the total energy is -2367.2442 hartree. The calculation puts the LUMO energy at -0.119 eV.

Each line ends with the Mulliken charge.
Atoms and positions in Å:
C  0.1000  -1.1122  -0.1838  -1.03
C  1.4676  -1.7209  -0.5190  -0.64
C  2.4928  -1.6463  0.6416  -0.08
C  3.7801  -0.8563  0.3354  -1.00
C  5.0877  -1.6662  0.3076  -0.87
N  5.0980  -2.7835  1.2406  0.44
C  6.0355  -3.8278  1.0985  0.13
O  6.7710  -3.9718  0.1554  -0.64
C  5.9431  -4.6231  2.3520  -0.17
C  6.4082  -5.8863  2.6412  -0.55
C  6.1259  -6.3855  3.9065  -0.70
C  5.3912  -5.6377  4.8250  -0.33
C  4.9123  -4.3593  4.5287  0.31
C  4.1118  -3.5616  5.5183  -0.97
C  2.5830  -3.7793  5.5431  -0.29
C  1.8495  -2.7695  4.6668  -1.26
I  1.9345  -5.7537  4.9843  0.04
C  5.2254  -3.8726  3.2756  0.65
C  4.9076  -2.5682  2.6180  0.06
O  4.6462  -1.5063  3.1178  -0.59
H  0.0520  -0.0615  -0.4702  0.21
H  -0.0980  -1.1523  0.8856  0.35
H  -0.7082  -1.6266  -0.6989  0.27
H  1.3228  -2.7702  -0.7828  0.32
H  1.8942  -1.2366  -1.3986  0.37
H  2.0058  -1.1733  1.4955  0.29
H  2.7310  -2.6658  0.9425  0.22
H  3.8901  -0.0596  1.0682  0.31
H  3.6866  -0.3730  -0.6379  0.55
H  5.2802  -2.0614  -0.6868  0.45
H  5.9204  -0.9990  0.5486  0.34
H  6.9722  -6.4560  1.9162  0.52
H  6.4610  -7.3739  4.1903  0.40
H  5.1743  -6.0434  5.8048  0.48
H  4.5223  -3.6933  6.5201  0.45
H  4.2505  -2.5078  5.2654  0.42
H  2.2422  -3.6780  6.5705  0.46
H  0.7910  -3.0172  4.6034  0.49
H  2.2334  -2.8056  3.6457  0.22
H  1.9728  -1.7658  5.0727  0.36
C  -3.0918  3.5637  -0.6533  -0.80
N  -2.6072  2.2263  -0.3953  0.02
C  -3.1196  1.3093  0.4513  0.83
C  -4.3213  1.7185  1.2739  -1.44
O  -2.6389  0.1828  0.5254  -0.62
H  -3.3701  3.6349  -1.7050  0.17
H  -2.3103  4.2985  -0.4396  0.25
H  -3.9628  3.7863  -0.0491  0.35
H  -1.8191  1.9015  -0.9323  0.24
H  -4.6153  0.8713  1.8861  0.33
H  -4.0798  2.5605  1.9234  0.38
H  -5.1542  2.0065  0.6310  0.33
C  -3.4442  -1.7609  -3.5261  -0.94
N  -3.2234  -0.3978  -3.0881  -0.04
C  -2.6912  0.6341  -3.7851  0.91
C  -2.2464  0.3695  -5.2048  -1.46
O  -2.5694  1.7316  -3.2599  -0.64
H  -4.5023  -2.0186  -3.4591  0.31
H  -2.8811  -2.4578  -2.9035  0.28
H  -3.1252  -1.8833  -4.5558  0.36
H  -3.4717  -0.1593  -2.1382  0.10
H  -1.8418  1.2920  -5.6089  0.30
H  -1.4746  -0.4002  -5.2338  0.37
H  -3.0850  0.0479  -5.8231  0.39
C  10.6808  -3.2538  -3.4178  -0.76
N  10.9681  -4.6495  -3.1582  -0.15
C  10.4398  -5.4527  -2.1921  0.56
C  9.4247  -4.8346  -1.2605  -0.99
O  10.7842  -6.6187  -2.1010  -0.66
H  10.2842  -3.1211  -4.4262  0.27
H  11.5842  -2.6482  -3.3230  0.27
H  9.9458  -2.8853  -2.7104  0.29
H  11.6378  -5.1168  -3.7482  0.22
H  9.0960  -5.5901  -0.5559  0.25
H  9.8608  -4.0021  -0.7072  0.36
H  8.5567  -4.4711  -1.8087  0.34
C  -5.0961  6.9803  -3.6635  -0.94
N  -5.1790  5.9090  -2.6921  -0.06
C  -6.2947  5.3494  -2.1497  0.94
C  -7.6311  5.8985  -2.5934  -1.36
O  -6.2079  4.4430  -1.3371  -0.62
H  -4.5907  6.6406  -4.5692  0.29
H  -4.5393  7.8273  -3.2581  0.29
H  -6.0899  7.3206  -3.9330  0.36
H  -4.3175  5.5019  -2.3644  0.15
H  -8.4221  5.3574  -2.0831  0.22
H  -7.7120  6.9581  -2.3439  0.37
H  -7.7638  5.7837  -3.6700  0.36
C  -9.3776  7.6217  1.8144  -0.85
N  -9.7236  6.9902  0.5569  -0.13
C  -10.2205  5.7410  0.3490  0.90
C  -10.4580  4.8774  1.5656  -1.39
O  -10.4549  5.3436  -0.7794  -0.66
H  -9.9674  8.5272  1.9670  0.29
H  -8.3206  7.8926  1.8319  0.29
H  -9.5701  6.9446  2.6394  0.31
H  -9.5904  7.5160  -0.2921  0.22
H  -10.8481  3.9229  1.2277  0.31
H  -9.5282  4.7082  2.1096  0.36
H  -11.1808  5.3399  2.2388  0.37

=====

Let's list frontier orbital gap in order: 6.3 8.8 eV.